Entry P
C2H2ClNO | ωB97M-V/def2-TZVPD

Values from the calculation:
**Highest occupied orbital energy**: -9.625 eV

Cartesian coordinates (Å):
C -2.047 0.147 0.496
C 1.108 0.210 0.749
N -2.480 0.533 -0.479
O 2.175 0.553 1.299
Cl 0.934 0.763 -0.874
H -1.870 -0.213 1.567
H 2.771 1.022 0.790

***

Entry Q
C2H2ClNO | ωB97M-V/def2-TZVPD

Values from the calculation:
**Highest occupied orbital energy**: -9.211 eV

Cartesian coordinates (Å):
C -2.243 0.109 -0.487
C 1.532 0.011 -0.425
N -2.086 0.408 0.582
O 2.011 0.801 0.435
Cl 1.073 -1.660 0.013
H -2.371 -0.225 -1.522
H 2.084 0.556 1.405

***

Entry R
C2H2ClNO | ωB97M-V/def2-TZVPD

Values from the calculation:
**Highest occupied orbital energy (alpha / beta)**: -9.233 / -9.220 eV

Cartesian coordinates (Å):
C 0.093 0.066 -0.920
C -0.015 -0.312 0.441
N -0.301 1.000 0.066
O 0.163 -0.097 -2.055
Cl 1.285 -0.786 1.440
H -1.204 -1.803 0.677
H -0.020 1.932 0.352

***

Verdict on stability: entry R comes out at the bottom.

***

Entry P
CH4FNS2 | ωB97M-V/def2-TZVPD

Values from the calculation:
**Highest occupied orbital energy (alpha / beta)**: -8.863 / -8.713 eV

Cartesian coordinates (Å):
C -1.044 -0.789 -0.127
N -0.156 0.224 0.349
F 2.811 0.471 0.480
S -0.252 1.695 -0.321
S 1.975 -0.718 -0.290
H -0.933 -1.015 -1.193
H -0.841 -1.692 0.450
H -2.077 -0.469 0.042
H 0.517 2.294 0.610

***

Entry Q
CH4FNS2 | ωB97M-V/def2-TZVPD

Values from the calculation:
**SMILES**: CN(S)SF
**Highest occupied orbital energy**: -9.142 eV

Cartesian coordinates (Å):
C -0.162 -0.725 0.766
N 0.036 -0.171 -0.556
S -1.394 0.452 -1.357
S 1.618 0.032 -0.955
F 2.316 1.459 -0.359
H -0.214 0.023 1.563
H -1.193 -1.081 0.768
H 0.443 -1.653 0.916
H -1.451 1.664 -0.785

***

Verdict on stability: entry P comes out at the bottom.

***

Entry P
CH4N3 | ωB97M-V/def2-TZVPD

Values from the calculation:
**SMILES**: [H]/N=C\N=[NH2+]
**Total charge**: +1
**Highest occupied orbital energy**: -16.209 eV

Cartesian coordinates (Å):
H -1.130 1.328 -0.332
N -1.542 0.485 -0.107
C -0.900 -0.517 0.215
N 0.337 -0.625 -0.376
N 1.268 0.063 -0.015
H -1.344 -1.488 0.387
H 1.249 0.616 0.801
H 2.062 0.138 -0.574

***

Entry Q
CH4N3 | ωB97M-V/def2-TZVPD

Values from the calculation:
**Total charge**: +1
**Highest occupied orbital energy**: -16.239 eV

Cartesian coordinates (Å):
C -0.453 1.222 0.925
N -1.156 1.222 1.836
N 0.098 -0.973 -1.385
N 1.089 -0.669 -0.769
H -1.886 0.829 2.383
H 1.464 -1.465 -0.296
H -0.631 -0.452 -1.912
H 1.475 0.287 -0.782

***

Entry R
CH4N3 | ωB97M-V/def2-TZVPD

Values from the calculation:
**Total charge**: +1
**Highest occupied orbital energy (alpha / beta)**: -16.359 / -16.081 eV

Cartesian coordinates (Å):
C 1.793 -0.292 0.229
N 2.138 0.554 -0.562
N 0.610 -0.644 -0.381
N -0.462 0.286 -0.317
H 2.390 -0.758 1.076
H -0.101 1.306 -0.458
H -0.757 0.275 0.661
H -1.286 -0.106 -0.777

***

Verdict on stability: entry R comes out at the bottom.

***

Entry P
CFN3O2 | ωB97M-V/def2-TZVPD

Values from the calculation:
**Highest occupied orbital energy (alpha / beta)**: -9.827 / -10.339 eV

Cartesian coordinates (Å):
C 0.933 -0.015 1.162
N 1.431 -0.303 2.203
N 0.544 0.516 0.079
N -0.782 -0.584 -1.067
O -1.360 -1.332 -0.409
O -0.744 -0.116 -2.099
F -0.021 1.834 0.131

***

Entry Q
CFN3O2 | ωB97M-V/def2-TZVPD

Values from the calculation:
**Highest occupied orbital energy (alpha / beta)**: -9.688 / -10.153 eV

Cartesian coordinates (Å):
C 0.370 0.262 0.002
N -0.182 -0.984 0.005
N 1.664 0.644 0.006
N -2.032 0.279 -0.004
O -0.908 1.084 -0.003
O -1.478 -0.929 0.002
F 2.566 -0.356 -0.008

***

Verdict on stability: entry Q comes out at the bottom.

***

Entry P
C24H28N7ORbS5Se2 | ωB97M-V/def2-TZVPD

Values from the calculation:
**Total charge**: -2
**Highest occupied orbital energy**: 0.149 eV

Cartesian coordinates (Å):
Rb 0.628 -0.733 0.076
C -4.862 0.165 -1.352
C -3.384 -0.135 -1.249
N -2.687 0.158 -0.208
N -3.370 0.803 0.777
C -2.767 1.057 1.914
N -3.610 1.707 2.818
S -1.209 0.702 2.513
C -2.731 -0.794 -2.402
C -3.438 -1.008 -3.588
C -2.817 -1.638 -4.656
C -1.502 -2.041 -4.525
C -0.868 -1.786 -3.316
N -1.457 -1.186 -2.287
H -5.207 0.470 -0.370
H -5.052 0.981 -2.055
H -5.423 -0.714 -1.678
H -4.364 2.230 2.397
H -3.110 2.172 3.557
H -4.460 -0.668 -3.686
H -3.357 -1.807 -5.581
H -0.965 -2.529 -5.327
H 0.170 -2.087 -3.187
S 2.660 -2.165 -4.254
S 3.013 -0.199 -4.553
S 3.126 0.691 -2.600
S 3.519 2.653 -2.913
Se 1.600 -5.478 0.939
Se 2.163 -4.237 3.159
C 0.438 -3.442 3.392
C -0.052 -3.171 4.667
C -1.319 -2.612 4.778
C -2.058 -2.372 3.630
C -1.468 -2.675 2.414
N -0.250 -3.191 2.300
C 2.827 -4.576 -0.211
C 3.630 -5.313 -1.074
C 4.533 -4.630 -1.876
C 4.620 -3.253 -1.766
C 3.768 -2.610 -0.878
N 2.881 -3.258 -0.125
H 0.559 -3.383 5.535
H -1.727 -2.378 5.753
H -3.045 -1.934 3.675
H -1.992 -2.514 1.478
H 3.541 -6.391 -1.104
H 5.165 -5.168 -2.570
H 5.315 -2.687 -2.366
H 3.797 -1.532 -0.770
O 1.937 1.496 0.755
C 1.837 2.714 0.885
C 1.204 3.336 2.118
C -0.113 4.068 1.818
C 0.066 5.475 1.245
C 0.772 5.497 -0.109
C 2.215 4.988 -0.029
N 2.306 3.548 -0.053
H 1.916 4.016 2.599
H 0.989 2.510 2.793
H -0.677 4.144 2.751
H -0.707 3.456 1.136
H 0.641 6.083 1.956
H -0.919 5.942 1.141
H 0.770 6.520 -0.501
H 0.228 4.865 -0.815
H 2.688 5.382 0.880
H 2.779 5.347 -0.889
H 2.666 3.121 -0.927

***

Entry Q
C24H28N7ORbS5Se2 | ωB97M-V/def2-TZVPD

Values from the calculation:
**Total charge**: -2
**Highest occupied orbital energy (alpha / beta)**: -1.584 / -1.243 eV

Cartesian coordinates (Å):
Rb 0.041 -0.378 0.197
C -0.876 -0.015 -5.283
C -0.666 0.130 -3.797
N -0.955 -0.782 -2.937
N -1.493 -1.919 -3.470
C -1.821 -2.868 -2.614
N -2.315 -3.996 -3.273
S -1.753 -2.982 -0.907
C -0.077 1.415 -3.319
C 0.254 2.418 -4.232
C 0.828 3.595 -3.774
C 1.062 3.753 -2.423
C 0.696 2.712 -1.578
N 0.141 1.583 -2.008
H -1.273 -1.002 -5.491
H 0.066 0.116 -5.823
H -1.575 0.740 -5.655
H -2.687 -3.793 -4.189
H -2.889 -4.572 -2.679
H 0.070 2.281 -5.287
H 1.093 4.378 -4.478
H 1.520 4.639 -2.005
H 0.863 2.787 -0.512
S -4.133 0.132 1.582
S -4.180 0.426 3.515
S -2.653 -0.719 4.379
S -1.864 -1.838 2.963
Se 2.308 4.556 1.306
Se 3.952 2.350 2.231
C 4.172 1.495 0.546
C 5.464 1.287 0.036
C 5.625 0.652 -1.178
C 4.499 0.246 -1.882
C 3.264 0.500 -1.313
N 3.092 1.101 -0.135
C 0.658 3.997 2.091
C 0.078 4.803 3.079
C -1.134 4.440 3.631
C -1.749 3.273 3.203
C -1.103 2.527 2.232
N 0.065 2.868 1.681
H 6.314 1.632 0.609
H 6.619 0.479 -1.576
H 4.570 -0.255 -2.839
H 2.357 0.201 -1.830
H 0.594 5.701 3.390
H -1.594 5.057 4.395
H -2.692 2.932 3.604
H -1.561 1.602 1.887
O 1.753 -2.399 -0.002
C 1.798 -3.608 0.129
C 2.065 -4.534 -1.038
C 0.901 -5.458 -1.419
C 0.711 -6.671 -0.515
C 0.397 -6.314 0.936
C 1.559 -5.596 1.621
N 1.632 -4.173 1.355
H 2.965 -5.122 -0.816
H 2.295 -3.875 -1.874
H 1.070 -5.799 -2.443
H -0.021 -4.866 -1.434
H 1.614 -7.298 -0.535
H -0.102 -7.280 -0.921
H 0.162 -7.223 1.498
H -0.485 -5.667 0.970
H 2.501 -6.067 1.316
H 1.493 -5.703 2.703
H 1.295 -3.535 2.061

***

Verdict on stability: entry P comes out at the bottom.

***

Entry P
C7H16N | ωB97M-V/def2-TZVPD

Values from the calculation:
**Total charge**: +1
**Highest occupied orbital energy**: -12.561 eV

Cartesian coordinates (Å):
C 0.970 0.392 1.590
C 1.030 1.456 0.437
C -0.345 1.987 0.034
C -1.399 0.873 -0.109
C -0.924 -0.271 -0.898
C -1.335 -0.992 -1.924
C -0.520 -1.877 -2.803
N 0.502 0.912 2.812
H 2.006 0.029 1.678
H 0.357 -0.348 1.010
H 1.504 0.950 -0.466
H 1.763 2.215 0.682
H -0.743 2.754 0.711
H -0.153 2.516 -0.894
H -1.593 0.445 0.883
H -2.287 1.354 -0.538
H 2.172 -3.078 1.458
H -2.424 -1.077 -1.914
H -0.653 -1.549 -3.827
H -0.949 -2.893 -2.787
H 0.552 -1.918 -2.685
H 0.973 0.776 3.691
H 1.983 -3.493 0.876
H -0.489 0.838 2.983

***

Entry Q
C7H16N | ωB97M-V/def2-TZVPD

Values from the calculation:
**SMILES**: C=CCCC[C@@H](C)[NH3+]
**Total charge**: +1
**Highest occupied orbital energy**: -12.377 eV

Cartesian coordinates (Å):
C 1.654 3.063 0.651
C 0.511 2.522 0.171
C -0.021 1.225 0.870
C 0.986 0.110 0.713
C 0.577 -1.271 -0.055
C -0.849 -1.222 -0.536
C -0.724 -1.436 -1.967
N -1.753 -2.180 0.249
H 2.119 3.911 0.141
H 2.139 2.863 1.705
H 0.023 2.991 -0.689
H -1.022 0.849 0.475
H -0.055 1.562 1.949
H 1.446 -0.152 1.660
H 2.038 0.430 0.192
H 0.750 -1.979 0.758
H 1.188 -1.530 -0.813
H -1.313 -0.183 -0.221
H -1.788 -1.509 -2.425
H 0.110 -2.231 -2.334
H -0.307 -0.485 -2.466
H -1.858 -2.986 -0.257
H -2.617 -1.786 0.323
H -1.387 -2.453 1.170

***

Verdict on stability: entry P comes out at the bottom.

***

Entry P
C3H9NO3S | ωB97M-V/def2-TZVPD

Values from the calculation:
**SMILES**: N[C@H](CS)C(=O)O.O
**Highest occupied orbital energy**: -9.171 eV

Cartesian coordinates (Å):
N 0.711 0.762 -1.487
C 0.211 -0.037 -0.384
C 1.323 -0.877 0.243
S 2.193 -0.061 1.625
C -0.993 -0.910 -0.673
O -1.264 -1.955 -0.142
O -1.864 -0.336 -1.539
H 1.483 0.296 -1.941
H -0.030 0.923 -2.153
H -0.210 0.561 0.394
H 2.108 -1.153 -0.449
H 0.887 -1.749 0.717
H 1.714 1.184 1.681
H -2.612 -0.948 -1.522
O -2.211 2.489 0.768
H -1.947 3.141 0.107
H -1.354 2.278 1.141

***

Entry Q
C3H9NO3S | ωB97M-V/def2-TZVPD

Values from the calculation:
**Highest occupied orbital energy**: -8.384 eV

Cartesian coordinates (Å):
C -0.783 -0.470 2.116
C -0.994 1.164 -1.411
C 0.126 -0.423 0.188
N -0.021 0.796 -0.403
O 2.173 -0.880 -1.286
O 2.645 0.220 0.938
O 2.121 -2.175 0.819
S 1.914 -0.867 0.322
H 0.005 -0.107 2.734
H -0.943 -1.554 2.315
H -1.604 0.263 2.164
H -2.037 0.611 -1.374
H -1.407 2.079 -1.095
H -0.545 1.186 -2.372
H -0.301 -1.374 -0.332
H 0.850 1.432 -0.444
H 2.801 -0.310 -1.630

***

Verdict on stability: entry Q comes out at the bottom.

***

Entry P
C4H14N2O2 | ωB97M-V/def2-TZVPD

Values from the calculation:
**Highest occupied orbital energy**: -7.637 eV

Cartesian coordinates (Å):
C -0.594 -0.389 -1.164
N -1.033 -0.884 0.141
C -1.088 -2.297 0.250
O 0.167 -2.849 0.124
C 0.504 0.691 -0.907
N 0.018 1.769 -0.269
C 0.671 2.969 -0.563
H -1.428 0.128 -1.630
H -0.134 -1.191 -1.730
H -0.883 -0.160 0.800
H -1.547 -2.459 1.207
H -1.654 -2.714 -0.594
H 2.550 -1.210 0.766
H 1.326 0.150 -0.242
H 0.918 0.996 -1.883
H -1.336 0.022 3.609
H 0.591 3.334 -1.595
H 1.763 2.938 -0.363
H 0.364 3.829 0.035
H -1.835 -0.052 3.074
H 0.996 -1.739 0.365
O 1.665 -0.879 0.568

***

Entry Q
C4H14N2O2 | ωB97M-V/def2-TZVPD

Values from the calculation:
**Highest occupied orbital energy**: -8.686 eV

Cartesian coordinates (Å):
C -1.636 -0.135 -0.252
C -2.345 -0.038 1.090
N -2.423 0.279 -1.361
O -0.548 1.381 -0.035
O -0.858 -1.128 -0.459
H -0.764 1.925 -0.801
H 0.623 -0.816 -0.145
H -2.354 -0.379 -2.123
H -3.356 0.592 -1.141
H -2.804 0.941 1.230
H -3.109 -0.818 1.142
H -1.624 -0.188 1.890
C 2.079 -0.343 1.329
C 2.385 -0.175 -1.121
N 1.456 -0.141 0.015
H 0.751 0.758 -0.012
H 1.304 -0.293 2.091
H 2.813 0.442 1.521
H 2.572 -1.316 1.378
H 2.901 -1.136 -1.169
H 1.814 -0.035 -2.038
H 3.124 0.623 -1.029

***

Verdict on stability: entry P comes out at the bottom.

***

Entry P
C3H13N2Si | ωB97M-V/def2-TZVPD

Values from the calculation:
**SMILES**: C[NH+](C)CN[SiH3]
**Total charge**: +1
**Highest occupied orbital energy**: -13.746 eV

Cartesian coordinates (Å):
C -1.219 -1.485 -0.551
N -0.429 -0.549 0.271
C -0.613 -0.785 1.667
C -0.550 0.881 -0.268
N 0.664 1.647 -0.057
Si 2.070 1.104 -1.040
H -2.270 -1.452 -0.274
H -1.323 -1.243 -1.634
H -0.841 -2.556 -0.357
H 0.597 -0.620 -0.021
H -0.054 -0.119 2.241
H -1.618 -0.433 1.984
H -0.291 -1.827 1.864
H -1.546 1.401 0.078
H -0.590 0.782 -1.393
H 0.716 2.320 0.715
H 1.795 0.944 -2.446
H 3.256 2.149 -0.648
H 2.247 -0.160 -0.130

***

Entry Q
C3H13N2Si | ωB97M-V/def2-TZVPD

Values from the calculation:
**Total charge**: +1
**Highest occupied orbital energy**: -14.426 eV

Cartesian coordinates (Å):
C 2.616 -0.900 -0.292
C 0.288 2.052 0.101
C -1.714 0.753 0.002
N 1.192 -1.213 0.190
N -0.451 0.845 -0.045
Si -2.825 -0.801 -0.025
H 3.205 -1.704 -0.368
H 2.664 -0.477 -1.200
H 2.859 -0.125 0.503
H 1.010 2.095 -0.816
H -0.507 2.753 0.288
H 0.964 2.151 1.061
H -2.185 1.651 0.034
H 0.966 -2.021 -0.373
H 0.082 -0.125 -0.241
H 1.102 -1.553 1.127
H -4.033 -0.066 -0.097
H -2.874 -1.741 1.255
H -2.358 -1.574 -1.106

***

Verdict on stability: entry Q comes out at the bottom.

***

Entry P
C9H10 | ωB97M-V/def2-TZVPD

Values from the calculation:
**Highest occupied orbital energy**: -9.052 eV

Cartesian coordinates (Å):
C 1.769 -1.005 2.847
C 1.067 1.012 2.697
C -0.650 -0.464 0.893
C -0.676 -0.955 2.305
C 0.854 -0.272 0.417
C 0.478 -0.265 2.956
C 1.627 -0.223 1.734
C 0.192 0.654 -1.778
C 1.105 0.830 -0.557
H -1.053 -1.232 0.256
H -1.282 0.398 0.991
H -1.653 -0.845 2.708
H -0.601 -2.097 2.445
H 1.069 -1.227 -0.114
H 0.540 -0.236 -2.251
H 0.424 1.498 -2.553
H -0.866 0.496 -1.716
H 0.855 1.797 -0.157
H 2.070 0.743 -1.088

***

Entry Q
C9H10 | ωB97M-V/def2-TZVPD

Values from the calculation:
**SMILES**: C#C/C(C)=C\C=C/C=C
**Highest occupied orbital energy**: -8.860 eV

Cartesian coordinates (Å):
C -1.350 2.280 0.050
C -0.516 1.598 -0.420
C 0.326 0.656 -1.099
C 1.600 1.316 -1.639
C 0.050 -0.682 -1.139
C -1.106 -1.194 -0.596
C -1.125 -1.664 0.603
C -0.077 -1.722 1.597
C 0.322 -0.707 2.262
H -1.922 2.952 0.574
H 1.329 1.954 -2.458
H 2.413 0.608 -1.875
H 2.045 2.086 -0.887
H 0.714 -1.115 -1.874
H -1.956 -1.130 -1.192
H -2.074 -1.981 0.976
H 0.355 -2.801 1.840
H -0.035 0.308 2.104
H 1.005 -0.762 3.173

***

Verdict on stability: entry P comes out at the bottom.

***

Entry P
C2HO2S2 | ωB97M-V/def2-TZVPD

Values from the calculation:
**Total charge**: -1
**Highest occupied orbital energy**: -3.420 eV

Cartesian coordinates (Å):
C -0.385 3.472 -1.156
C 0.133 2.228 -1.600
O -1.271 2.565 -1.650
O -0.329 4.639 -0.857
S 1.418 -0.820 0.453
S 0.905 0.779 -1.676
H 1.588 0.334 1.084

***

Entry Q
C2HO2S2 | ωB97M-V/def2-TZVPD

Values from the calculation:
**Total charge**: -1
**Highest occupied orbital energy**: -3.202 eV

Cartesian coordinates (Å):
C -0.335 0.701 0.004
C 1.615 -0.519 0.013
O 2.238 0.458 -0.144
O -0.029 1.799 0.348
S 1.542 -2.088 0.005
S -2.420 0.519 -0.165
H -2.610 -0.869 -0.062

***

Verdict on stability: entry P comes out at the bottom.

***

Entry P
C8H10N2O2 | ωB97M-V/def2-TZVPD

Values from the calculation:
**SMILES**: COc1nc(C)cnc1C(C)=O
**Highest occupied orbital energy**: -8.725 eV

Cartesian coordinates (Å):
C 1.719 -2.002 1.577
O 1.327 -1.296 0.251
C 0.518 -0.357 0.462
N 0.559 0.384 1.511
C -0.383 1.308 1.515
C 0.073 2.289 2.781
C -1.373 1.567 0.470
N -1.346 0.907 -0.742
C -0.349 -0.011 -0.727
C -0.255 -0.753 -2.052
C -1.517 -0.286 -3.016
O 0.621 -1.517 -2.348
H 2.692 -1.485 1.886
H 0.706 -1.958 2.319
H 2.141 -3.108 1.320
H 0.901 3.142 2.299
H 0.890 1.605 3.289
H -0.794 2.830 3.267
H -1.862 2.616 0.508
H -1.501 -0.839 -4.032
H -2.415 -0.568 -2.254
H -1.421 0.700 -3.270

***

Entry Q
C8H10N2O2 | ωB97M-V/def2-TZVPD

Values from the calculation:
**SMILES**: CC(=O)/C(=C(\C)O)c1ncc[nH]1
**Highest occupied orbital energy**: -8.346 eV

Cartesian coordinates (Å):
C 0.310 -0.057 -2.505
C 0.662 -1.055 -1.311
O 1.235 -2.135 -1.501
C 0.074 -0.664 0.010
C 0.452 -1.165 1.216
C 1.344 -2.405 1.308
O -0.038 -0.721 2.376
C -0.770 0.692 -0.027
N -1.616 1.163 -0.953
C -1.936 2.413 -0.586
C -1.314 2.753 0.577
N -0.509 1.624 0.906
H 0.702 0.854 -1.998
H 1.010 -0.322 -3.296
H -0.655 -0.046 -2.773
H 1.323 -2.799 2.265
H 2.277 -2.170 0.979
H 0.881 -3.017 0.554
H 0.595 -1.183 2.976
H -2.625 3.060 -1.191
H -1.443 3.716 1.237
H 0.043 1.466 1.735

***

Verdict on stability: entry P comes out at the bottom.